80
Properties=species:S:1:pos:R:3:forces:R:3:lowdin_charge:R:1 method="wB97M-V/def2-TZVPD" molar_mass_da=937.0 largest_force_ev_per_a=3.80 total_charge=+2 homo_lumo_gap_ev="4.6 / 4.6"
W 0.718 -0.539 -0.959 1.465 -0.751 -3.431 1.460
O 2.813 -5.456 -2.822 0.086 0.041 -0.642 0.071
C 2.681 -5.553 -1.483 -0.128 0.034 1.028 -0.270
C 3.038 -6.694 -0.769 -0.110 0.208 -0.257 0.001
C 2.883 -6.728 0.602 -0.036 0.196 0.052 -0.054
C 2.401 -5.620 1.287 -0.085 0.169 0.063 -0.065
C 2.066 -4.469 0.590 -0.002 -0.260 0.087 -0.026
C 2.188 -4.439 -0.788 -0.317 -0.124 -0.572 -0.116
C 1.855 -3.190 -1.566 1.605 -1.173 -0.536 -0.335
O 0.839 -2.434 -1.039 -1.096 0.143 0.433 -0.297
N 3.079 -2.335 -1.551 -0.426 0.069 0.332 0.098
N 2.708 -1.085 -1.291 -0.458 -0.007 0.042 -0.225
C 3.272 0.077 -1.396 -0.030 0.909 0.382 -0.127
C 2.299 1.068 -0.983 1.103 0.023 -0.305 -0.292
Br 0.671 -0.436 -3.474 -0.475 -0.059 0.465 0.401
C 2.771 2.354 -1.004 -0.756 -0.551 0.120 -0.029
C 2.113 3.550 -0.559 -0.187 0.427 0.179 -0.228
C 2.612 4.798 -0.960 -0.057 -0.287 0.015 -0.007
C 2.048 5.965 -0.488 -0.057 0.095 -0.015 -0.044
C 0.984 5.907 0.404 0.019 -0.110 -0.048 -0.038
C 0.483 4.676 0.815 0.005 0.060 0.011 -0.065
C 1.038 3.508 0.338 0.293 -0.142 -0.114 -0.086
H 3.107 -6.295 -3.205 -0.057 0.161 0.112 0.131
H 3.425 -7.548 -1.301 0.066 -0.174 -0.063 0.123
H 3.148 -7.621 1.146 0.031 -0.111 0.054 0.117
H 2.278 -5.664 2.357 0.018 0.027 0.141 0.108
H 1.689 -3.586 1.099 0.017 -0.151 0.071 0.110
H 1.618 -3.457 -2.617 -0.135 0.242 0.428 0.159
H 3.853 -2.557 -2.170 -0.150 0.356 -0.063 0.178
H 4.299 0.244 -1.725 -0.052 -0.048 -0.119 0.157
H 3.780 2.519 -1.381 0.032 -0.185 -0.017 0.129
H 3.433 4.832 -1.660 0.151 0.060 -0.031 0.122
H 2.440 6.920 -0.803 0.005 0.052 -0.020 0.119
H 0.553 6.818 0.787 -0.041 0.096 0.052 0.117
H -0.325 4.644 1.529 -0.115 0.004 0.116 0.109
H 0.714 2.537 0.700 0.019 0.183 0.040 0.059
C 2.759 1.476 3.752 0.074 -0.053 -0.170 -0.037
C 1.401 1.749 3.816 -0.095 -0.043 -0.051 -0.040
C 0.527 1.173 2.911 -0.080 -0.177 -0.363 -0.018
C 1.020 0.302 1.937 1.093 0.278 0.689 -0.288
C 2.384 -0.007 1.902 -0.288 -0.287 -0.152 -0.041
C 3.250 0.599 2.794 0.003 0.029 0.103 -0.040
N 0.202 -0.318 0.965 -3.166 -0.201 1.664 -0.160
N -1.006 -0.694 1.413 1.793 -0.551 -0.824 0.182
C -1.754 -1.315 0.475 -0.164 0.396 -0.598 -0.316
C -2.884 -2.067 0.861 -0.213 -0.042 0.171 0.025
C -3.574 -2.790 -0.082 -0.144 -0.120 0.672 -0.037
C -3.174 -2.783 -1.414 0.451 0.668 -0.025 0.001
C -2.101 -1.987 -1.818 0.021 0.207 -0.403 -0.111
C -1.377 -1.241 -0.901 0.953 -0.279 0.598 -0.276
H 3.436 1.937 4.454 0.049 0.038 0.068 0.120
H 1.024 2.419 4.573 -0.069 0.042 0.047 0.121
H -0.529 1.390 2.945 -0.164 0.033 0.016 0.101
H 2.742 -0.783 1.218 -0.049 0.321 0.254 0.105
H 4.304 0.370 2.768 0.063 -0.071 -0.012 0.119
H -3.144 -2.097 1.908 -0.187 0.026 0.113 0.133
H -4.432 -3.376 0.213 0.011 -0.083 0.070 0.127
H -3.696 -3.383 -2.143 -0.083 -0.085 -0.091 0.131
H -1.834 -1.977 -2.872 0.134 -0.064 0.143 0.092
C -3.497 1.249 2.346 -0.317 0.041 -0.626 -0.202
Ge -3.880 1.787 0.475 0.381 0.501 -0.212 0.858
C -4.754 0.459 -0.713 0.246 0.368 0.503 -0.187
C -4.867 3.499 0.463 0.117 -0.509 0.097 -0.207
C -2.086 2.506 -0.270 -0.753 -0.544 0.799 -0.509
Se -0.848 1.592 -1.448 -0.332 1.409 -0.723 0.939
C -2.084 1.449 -2.965 0.136 -0.590 -0.144 -0.310
H -4.437 1.098 2.870 -0.103 -0.033 0.067 0.031
H -2.974 2.062 2.842 0.075 0.142 0.032 0.020
H -2.903 0.346 2.425 0.019 -0.032 0.041 -0.024
H -5.413 -0.161 -0.113 -0.134 -0.062 0.071 0.027
H -4.057 -0.192 -1.222 0.206 -0.050 -0.067 -0.020
H -5.357 0.975 -1.454 -0.045 0.130 -0.068 0.031
H -5.840 3.382 0.932 -0.131 -0.021 0.079 0.028
H -5.029 3.850 -0.552 0.012 -0.019 -0.177 0.026
H -4.324 4.267 1.006 0.103 0.039 0.095 0.027
H -1.510 2.819 0.600 0.034 -0.008 -0.057 -0.016
H -2.347 3.414 -0.826 0.261 -0.191 -0.063 0.035
H -2.933 2.106 -2.781 0.157 -0.010 0.204 0.045
H -2.422 0.421 -3.084 -0.049 0.056 0.027 0.014
H -1.555 1.763 -3.865 0.034 -0.017 0.208 0.032